A cluster of 9 separate species, C19H59BO11PS8 in total in a non-equilibrium geometry. Source: OMol25; level of theory: ωB97M-V with the def2-TZVPD basis set.

Positions of all 99 atoms, in Å:
C: 1.0161 -3.3601 -0.5381
C: 0.4473 -2.0257 0.2250
C: 0.1110 -0.7527 -0.7497
O: -0.5777 -1.0853 -2.0047
P: -1.9950 -2.0623 -1.7558
B: -3.1041 -1.5434 -0.2873
O: -2.8080 -0.5237 0.7368
O: -4.4048 -2.2825 -0.1342
H: 1.9039 -3.7791 0.1363
H: 1.3188 -3.1928 -1.6560
H: 0.1582 -4.1837 -0.4533
H: -0.4611 -2.3790 0.8969
H: 1.2868 -1.6509 0.9843
H: -0.4353 0.1136 -0.1404
H: 1.1643 -0.2804 -1.0547
H: -2.8054 -1.9887 -2.9788
H: -1.5386 -3.4549 -1.6971
H: -2.5983 -1.0608 1.5800
H: -4.0954 -3.2539 -0.0998
C: -3.3036 1.9223 2.7532
S: -1.8648 2.0804 3.8387
O: -2.3394 2.6718 5.1333
C: -1.0653 3.4029 2.8978
H: -3.9722 1.1658 3.1708
H: -3.8314 2.8767 2.6900
H: -2.9781 1.6065 1.7592
H: -1.7309 4.2662 2.8261
H: -0.8125 3.0392 1.8993
H: -0.1499 3.6943 3.4185
C: 2.2517 1.7006 7.0498
S: 0.9304 2.7503 6.3976
O: 1.3608 3.2267 5.0414
C: 1.1850 4.1144 7.5587
H: 2.3043 0.7923 6.4447
H: 3.2079 2.2264 6.9973
H: 2.0272 1.4317 8.0847
H: 2.2068 4.4917 7.4744
H: 0.9952 3.7673 8.5769
H: 0.4827 4.9145 7.3131
C: -4.4207 -5.0484 -2.9577
S: -3.6492 -5.9847 -1.6156
O: -2.1697 -5.7473 -1.6925
C: -3.9742 -7.6202 -2.3179
H: -4.3034 -3.9822 -2.7494
H: -3.9361 -5.2870 -3.9073
H: -5.4848 -5.2910 -3.0075
H: -3.5168 -7.7005 -3.3067
H: -5.0526 -7.7795 -2.3886
H: -3.5405 -8.3741 -1.6565
C: -5.2007 4.5982 -1.6438
S: -4.4292 3.6618 -0.3017
O: -2.9497 3.8992 -0.3786
C: -4.7542 2.0263 -1.0040
H: -5.0834 5.6643 -1.4355
H: -4.7161 4.3596 -2.5934
H: -6.2648 4.3556 -1.6936
H: -4.2968 1.9461 -1.9928
H: -5.8326 1.8671 -1.0747
H: -4.3204 1.2725 -0.3426
C: 5.4382 -5.5672 2.4029
S: 5.2502 -5.0394 0.6827
O: 3.8432 -4.5466 0.5133
C: 5.3343 -6.6993 -0.0323
H: 5.3779 -4.6854 3.0453
H: 4.6406 -6.2645 2.6698
H: 6.4128 -6.0430 2.5345
H: 4.5429 -7.3267 0.3842
H: 6.3121 -7.1384 0.1782
H: 5.2001 -6.6183 -1.1137
C: 3.3703 3.1631 -0.6454
S: 3.0180 2.5004 1.0008
O: 2.3161 1.1870 0.8176
C: 1.7641 3.7310 1.4332
H: 4.1120 2.5212 -1.1266
H: 2.4583 3.1761 -1.2467
H: 3.7740 4.1741 -0.5533
H: 0.9508 3.7087 0.7041
H: 2.2197 4.7235 1.4579
H: 1.3689 3.4904 2.4231
C: 7.0800 3.1759 -1.8889
S: 7.3112 4.0047 -0.2975
O: 6.0465 4.7510 0.0103
C: 8.5235 5.2105 -0.8890
H: 6.3246 2.3959 -1.7677
H: 6.7415 3.8941 -2.6393
H: 8.0218 2.7198 -2.2033
H: 8.0959 5.8036 -1.7007
H: 9.4183 4.6886 -1.2359
H: 8.7891 5.8706 -0.0598
C: -3.5297 -0.3938 -6.7851
S: -3.8820 -1.0564 -5.1389
O: -4.5839 -2.3698 -5.3221
C: -5.1359 0.1741 -4.7065
H: -2.7880 -1.0357 -7.2664
H: -4.4417 -0.3808 -7.3864
H: -3.1260 0.6172 -6.6930
H: -5.9492 0.1518 -5.4356
H: -4.6803 1.1666 -4.6819
H: -5.5311 -0.0665 -3.7166

Properties
- Total charge: +1
- LUMO: -4.082 eV
- Multiplicity: 1
- Orbital gap: 5.9 eV

Formally, the Löwdin partial charges of the atoms, in units of the elementary charge, are as follows: number 1, C, carries -0.1235; number 2, C, carries -0.2244; number 3, C, carries -0.2480; number 4, O, carries -0.3504; number 5, P, carries 1.1565; number 6, B, carries -0.5328; number 7, O, carries 0.0102; number 8, O, carries 0.0278; number 9, H, carries 0.0618; number 10, H, carries 0.0969; number 11, H, carries 0.0707; number 12, H, carries 0.1008; number 13, H, carries 0.1389; number 14, H, carries 0.1385; number 15, H, carries 0.1463; number 16, H, carries 0.0014; number 17, H, carries 0.0438; number 18, H, carries 0.1590; number 19, H, carries 0.1090; number 20, C, carries -0.2845; number 21, S, carries 0.8082; number 22, O, carries -0.5601; number 23, C, carries -0.2623; number 24, H, carries 0.0536; number 25, H, carries 0.0509; number 26, H, carries 0.0135; number 27, H, carries 0.0721; number 28, H, carries 0.0400; number 29, H, carries 0.0057; number 30, C, carries -0.2653; number 31, S, carries 0.8245; number 32, O, carries -0.5648; number 33, C, carries -0.2564; number 34, H, carries 0.0505; number 35, H, carries 0.0575; number 36, H, carries 0.0540; number 37, H, carries 0.0582; number 38, H, carries 0.0552; number 39, H, carries 0.0549; number 40, C, carries -0.2615; number 41, S, carries 0.8037; number 42, O, carries -0.5815; number 43, C, carries -0.2500; number 44, H, carries 0.0104; number 45, H, carries 0.0699; number 46, H, carries 0.0681; number 47, H, carries 0.0658; number 48, H, carries 0.0607; number 49, H, carries 0.0578; number 50, C, carries -0.2607; number 51, S, carries 0.8096; number 52, O, carries -0.5511; number 53, C, carries -0.2611; number 54, H, carries 0.0566; number 55, H, carries 0.0559; number 56, H, carries 0.0554; number 57, H, carries 0.0459; number 58, H, carries 0.0617; number 59, H, carries 0.0208; number 60, C, carries -0.2685; number 61, S, carries 0.8323; number 62, O, carries -0.5804; number 63, C, carries -0.2687; number 64, H, carries 0.0517; number 65, H, carries 0.0582; number 66, H, carries 0.0547; number 67, H, carries 0.0582; number 68, H, carries 0.0545; number 69, H, carries 0.0510; number 70, C, carries -0.2715; number 71, S, carries 0.8444; number 72, O, carries -0.5844; number 73, C, carries -0.2559; number 74, H, carries 0.0312; number 75, H, carries 0.0564; number 76, H, carries 0.0365; number 77, H, carries 0.0557; number 78, H, carries 0.0696; number 79, H, carries 0.0055; number 80, C, carries -0.2690; number 81, S, carries 0.8216; number 82, O, carries -0.5663; number 83, C, carries -0.2673; number 84, H, carries 0.0336; number 85, H, carries 0.0618; number 86, H, carries 0.0546; number 87, H, carries 0.0588; number 88, H, carries 0.0535; number 89, H, carries 0.0528; number 90, C, carries -0.2472; number 91, S, carries 0.7783; number 92, O, carries -0.5492; number 93, C, carries -0.2578; number 94, H, carries 0.0580; number 95, H, carries 0.0660; number 96, H, carries 0.0596; number 97, H, carries 0.0659; number 98, H, carries 0.0527; number 99, H, carries 0.0454

---

A cluster of 9 separate species, C19H59N3O10 in total in a non-equilibrium geometry. Source: OMol25; level of theory: ωB97M-V with the def2-TZVPD basis set.

Positions of all 91 atoms, in Å:
C: -4.5177 2.2760 10.2203
O: -4.7088 1.0184 9.5640
C: -4.0893 1.0687 8.2450
C: -4.9557 0.2428 7.2466
C: -4.5363 0.4812 5.8266
N: -6.3272 0.6494 7.3037
H: -5.1214 2.3462 11.1252
H: -4.8691 3.1255 9.6348
H: -3.4976 2.4600 10.5573
H: -4.0862 2.0639 7.8002
H: -3.0640 0.7023 8.2953
H: -4.9050 -0.8396 7.3644
H: -3.4539 0.4441 5.7040
H: -4.8401 1.4381 5.4022
H: -5.0041 -0.1819 5.0989
H: -6.5357 0.7870 8.2823
H: -6.3749 1.5751 6.9025
C: -1.0999 6.0009 3.2957
O: -0.6934 6.0472 1.9322
C: -1.0293 7.3277 1.3395
C: -0.7896 7.3587 -0.2199
C: 0.6587 7.0204 -0.5776
N: -1.1090 8.6844 -0.7417
H: -0.6292 5.1738 3.8272
H: -2.1728 5.8090 3.3078
H: -0.9587 6.9450 3.8217
H: -2.0743 7.5661 1.5375
H: -0.4253 8.1136 1.7929
H: -1.4521 6.5755 -0.5884
H: 0.7901 7.0134 -1.6596
H: 1.0478 6.0883 -0.1679
H: 1.3505 7.7459 -0.1496
H: -0.5837 9.3515 -0.1947
H: -2.0412 8.9300 -0.4407
C: 7.7491 -2.6506 -0.4950
O: 6.5774 -3.0210 -1.1755
C: 6.7403 -4.3087 -1.8450
C: 7.4637 -4.3079 -3.2820
C: 6.7013 -3.4704 -4.3020
N: 7.4480 -5.6790 -3.8882
H: 7.9359 -3.2539 0.3933
H: 7.7490 -1.6023 -0.1963
H: 8.5906 -2.7427 -1.1817
H: 7.3115 -4.9647 -1.1881
H: 5.7449 -4.7397 -1.9514
H: 8.5264 -4.0854 -3.1853
H: 6.6467 -2.4344 -3.9677
H: 5.7111 -3.9062 -4.4348
H: 7.1632 -3.3843 -5.2855
H: 7.6299 -6.4426 -3.2527
H: 8.0900 -5.7230 -4.6667
O: 0.1937 0.9016 0.2605
C: -0.7106 0.8763 -0.8166
C: -0.5405 -0.2861 -1.8374
O: 0.5802 -0.0366 -2.6237
H: 0.0072 1.7222 0.7224
H: -1.7479 0.9524 -0.4903
H: -0.4999 1.8143 -1.3303
H: -1.3554 -0.3085 -2.5610
H: -0.5276 -1.3001 -1.4379
H: 1.3072 -0.2976 -2.0536
C: 0.7500 4.1449 -7.2657
O: 1.6812 3.1694 -6.9552
H: 0.0204 3.7847 -7.9910
H: 0.1750 4.3828 -6.3707
H: 1.1859 5.0867 -7.5989
H: 1.3696 2.5506 -6.2908
C: 2.5919 -3.2909 4.8232
O: 1.7207 -4.2572 5.4072
H: 3.5932 -3.7166 4.7568
H: 2.2825 -2.9984 3.8198
H: 2.6705 -2.4245 5.4799
H: 2.2213 -4.7225 6.0813
C: 0.0501 -7.5149 -2.4516
O: -0.1415 -6.8985 -3.6986
H: -0.7125 -8.2562 -2.2130
H: 1.0417 -7.9664 -2.4195
H: -0.0115 -6.7574 -1.6703
H: -0.9620 -6.4014 -3.6619
C: -2.4485 -1.5396 -8.5861
O: -3.3588 -2.3971 -9.2274
H: -1.9968 -2.0798 -7.7541
H: -1.6887 -1.2294 -9.3035
H: -2.9881 -0.6970 -8.1537
H: -4.0986 -2.4676 -8.6197
C: -5.2299 -4.4014 -2.0909
O: -4.7045 -4.4354 -3.4286
H: -5.3080 -3.3695 -1.7486
H: -6.1901 -4.9111 -2.0107
H: -4.4830 -4.8241 -1.4190
H: -5.4183 -4.2917 -4.0543

Properties
- Total charge: 0
- LUMO: 0.262 eV
- Multiplicity: 1
- ΔE to the lowest compared entry with this formula, charge and spin: 1.508 eV
- Structure (SMILES): COC[C@H](C)N.COC[C@H](C)N.COC[C@H](C)N.OCCO.CO.CO.CO.CO.CO
- Orbital gap: 9.4 eV

Formally, the Löwdin partial charges of the atoms, in units of the elementary charge, are as follows: number 1, C, carries -0.1188; number 2, O, carries -0.1898; number 3, C, carries -0.1682; number 4, C, carries -0.4583; number 5, C, carries -0.0927; number 6, N, carries 0.0374; number 7, H, carries 0.0820; number 8, H, carries 0.0813; number 9, H, carries 0.0842; number 10, H, carries 0.1145; number 11, H, carries 0.1230; number 12, H, carries 0.1382; number 13, H, carries 0.0796; number 14, H, carries 0.0739; number 15, H, carries 0.0817; number 16, H, carries 0.0648; number 17, H, carries 0.0673; number 18, C, carries -0.1181; number 19, O, carries -0.1963; number 20, C, carries -0.1934; number 21, C, carries -0.4266; number 22, C, carries -0.0675; number 23, N, carries 0.0345; number 24, H, carries 0.0855; number 25, H, carries 0.0804; number 26, H, carries 0.0825; number 27, H, carries 0.1139; number 28, H, carries 0.1170; number 29, H, carries 0.1346; number 30, H, carries 0.0760; number 31, H, carries 0.0726; number 32, H, carries 0.0754; number 33, H, carries 0.0659; number 34, H, carries 0.0637; number 35, C, carries -0.1325; number 36, O, carries -0.1908; number 37, C, carries -0.1502; number 38, C, carries -0.3933; number 39, C, carries -0.0797; number 40, N, carries 0.0054; number 41, H, carries 0.0841; number 42, H, carries 0.0867; number 43, H, carries 0.0784; number 44, H, carries 0.1076; number 45, H, carries 0.1211; number 46, H, carries 0.1162; number 47, H, carries 0.0718; number 48, H, carries 0.0822; number 49, H, carries 0.0708; number 50, H, carries 0.0575; number 51, H, carries 0.0646; number 52, O, carries -0.0649; number 53, C, carries -0.2500; number 54, C, carries -0.2507; number 55, O, carries -0.0621; number 56, H, carries 0.0833; number 57, H, carries 0.1086; number 58, H, carries 0.1136; number 59, H, carries 0.1154; number 60, H, carries 0.1184; number 61, H, carries 0.0884; number 62, C, carries -0.1956; number 63, O, carries -0.1105; number 64, H, carries 0.0724; number 65, H, carries 0.0735; number 66, H, carries 0.0799; number 67, H, carries 0.0802; number 68, C, carries -0.1619; number 69, O, carries -0.1279; number 70, H, carries 0.0718; number 71, H, carries 0.0787; number 72, H, carries 0.0709; number 73, H, carries 0.0684; number 74, C, carries -0.1813; number 75, O, carries -0.1162; number 76, H, carries 0.0722; number 77, H, carries 0.0801; number 78, H, carries 0.0720; number 79, H, carries 0.0728; number 80, C, carries -0.1762; number 81, O, carries -0.1238; number 82, H, carries 0.0738; number 83, H, carries 0.0821; number 84, H, carries 0.0741; number 85, H, carries 0.0700; number 86, C, carries -0.1527; number 87, O, carries -0.1331; number 88, H, carries 0.0687; number 89, H, carries 0.0768; number 90, H, carries 0.0745; number 91, H, carries 0.0661

---

Record order is preserved below.
HOMO level: -10.0092 -9.1077 eV